88
Properties=species:S:1:pos:R:3:lowdin_charge:R:1 method="wB97M-V/def2-TZVPD" homo_energy_ev=-5.5 e_lumo_ev=2.24 spin_multiplicity=1 mol_weight_g_mol=955.1 charge=-1 relative_energy_kj_mol=221.6 gap_ev=7.781
Ba -0.52 -0.78 -0.53 2.00
C 2.46 1.56 1.53 -0.13
N 1.28 0.79 1.92 -0.15
C 0.32 1.70 2.53 -0.16
C -0.96 1.05 2.95 -0.28
C -1.47 1.12 4.24 -0.02
C -2.70 0.54 4.50 -0.07
C -3.38 -0.09 3.48 -0.05
C -2.78 -0.13 2.22 -0.12
N -1.61 0.43 1.97 0.06
C 1.56 -0.34 2.80 -0.13
C 2.51 -1.36 2.22 -0.26
C 3.37 -2.07 3.05 -0.02
C 4.22 -3.01 2.48 -0.07
C 4.21 -3.17 1.10 -0.05
C 3.32 -2.39 0.36 -0.13
N 2.48 -1.53 0.90 0.13
C 3.20 1.00 0.34 -0.30
C 4.55 0.69 0.41 -0.05
C 5.17 0.13 -0.70 -0.08
C 4.41 -0.09 -1.83 -0.06
C 3.07 0.30 -1.82 -0.15
N 2.48 0.84 -0.77 0.12
H 3.16 1.69 2.37 0.13
H 2.11 2.55 1.24 0.11
H 0.06 2.44 1.76 0.11
H 0.76 2.24 3.39 0.13
H -0.90 1.62 5.01 0.11
H -3.13 0.59 5.50 0.10
H -4.34 -0.55 3.63 0.10
H -3.27 -0.62 1.39 0.11
H 0.61 -0.84 3.00 0.12
H 1.97 -0.01 3.78 0.13
H 3.36 -1.89 4.11 0.11
H 4.89 -3.59 3.10 0.10
H 4.85 -3.87 0.60 0.10
H 3.31 -2.45 -0.72 0.09
H 5.09 0.85 1.34 0.11
H 6.21 -0.15 -0.66 0.10
H 4.81 -0.57 -2.71 0.11
H 2.45 0.14 -2.69 0.09
C -1.53 -1.49 -7.87 -0.06
C -1.76 -0.93 -6.49 -0.28
C -3.03 -0.57 -6.06 -0.04
C -3.25 -0.08 -4.79 -0.05
C -2.17 0.04 -3.92 -0.26
C -0.89 -0.29 -4.32 -0.05
C -0.69 -0.78 -5.61 -0.03
S -2.53 0.81 -2.35 0.54
O -3.63 1.72 -2.59 -0.32
O -2.85 -0.30 -1.42 -0.53
N -1.19 1.46 -1.85 -0.27
C -1.01 2.81 -1.69 -0.39
C -1.64 3.79 -2.49 -0.02
C -1.35 5.12 -2.26 -0.09
C -0.45 5.46 -1.25 -0.11
C 0.10 4.43 -0.51 -0.18
N -0.16 3.15 -0.70 0.11
H -2.29 -1.14 -8.57 0.07
H -1.57 -2.58 -7.86 0.08
H -0.56 -1.20 -8.26 0.07
H -3.87 -0.67 -6.74 0.11
H -4.23 0.23 -4.47 0.11
H -0.05 -0.16 -3.65 0.08
H 0.31 -1.05 -5.92 0.12
H -2.32 3.50 -3.26 0.10
H -1.82 5.87 -2.87 0.10
H -0.19 6.49 -1.04 0.09
H 0.81 4.65 0.29 0.09
O 0.02 -3.63 -3.60 -0.26
As 1.43 -3.18 -2.63 0.87
O 2.70 -3.44 -3.62 -0.49
O 1.19 -1.62 -1.98 -0.76
C 1.41 -4.51 -1.16 -0.21
C 2.49 -5.37 -1.30 -0.11
C 2.71 -6.42 -0.41 -0.09
C 1.84 -6.61 0.64 -0.09
C 0.75 -5.77 0.79 -0.06
C 0.53 -4.72 -0.09 -0.24
S -0.90 -3.69 0.29 0.42
O -1.24 -3.14 -1.04 -0.53
O -1.92 -4.49 0.91 -0.30
O -0.34 -2.63 1.16 -0.55
H 0.37 -3.69 -4.51 0.03
H 3.17 -5.21 -2.13 0.09
H 3.56 -7.08 -0.54 0.10
H 1.99 -7.43 1.34 0.10
H 0.04 -5.93 1.59 0.11

192
Properties=species:S:1:pos:R:3:lowdin_spin:R:1 method="wB97M-V/def2-TZVPD" homo_energy_ev="-10.2 / -10.2" e_lumo_ev="-2.17 / -5.09" spin_multiplicity=2 mol_weight_g_mol=1106.1 charge=+1 relative_energy_kj_mol=0.0 gap_ev="7.989 / 5.067"
Cu -1.33 -0.66 -3.60 0.05
C -0.62 -0.42 0.65 0.04
C 0.36 0.06 -0.45 0.07
C 1.80 -0.42 -0.19 0.00
O -0.17 -0.35 -1.70 0.79
H -0.60 -1.51 0.70 0.00
H -1.62 -0.05 0.45 0.00
H -0.43 0.06 1.61 0.00
H 0.42 1.15 -0.43 0.03
H 2.13 -0.02 0.77 0.00
H 2.46 0.02 -0.93 0.00
H 1.94 -1.50 -0.33 0.00
C -2.73 2.66 0.10 0.00
O -2.19 3.98 0.49 0.00
C -0.85 4.02 0.95 0.00
C -0.45 5.45 1.49 0.00
N -1.26 5.97 2.61 0.00
C -0.82 7.28 3.10 0.00
C -1.93 7.88 4.00 0.00
O -3.27 7.90 3.42 0.00
C -4.24 8.44 4.32 0.00
H -3.80 2.85 -0.05 0.00
H -2.57 1.95 0.90 0.00
H -2.34 2.27 -0.84 0.00
H -0.18 3.85 0.11 0.00
H -0.72 3.25 1.72 0.00
H -0.41 6.23 0.73 0.00
H 0.54 5.48 1.95 0.00
H -2.23 5.94 2.33 0.00
H -0.69 8.00 2.29 0.00
H 0.12 7.29 3.65 0.00
H -1.69 8.90 4.31 0.00
H -1.94 7.35 4.95 0.00
H -4.02 9.48 4.55 0.00
H -4.21 7.93 5.28 0.00
H -5.28 8.31 4.02 0.00
C 2.37 1.88 -3.70 0.00
O 0.99 2.22 -3.78 0.00
C 0.77 3.54 -3.26 0.00
C 0.57 4.54 -4.39 0.00
N -0.51 4.13 -5.33 0.00
C -0.66 5.01 -6.50 0.00
C -1.29 6.34 -6.08 0.00
O -2.59 6.17 -5.66 0.00
C -3.30 7.31 -5.29 0.00
H 3.05 2.64 -4.11 0.00
H 2.37 0.99 -4.33 0.00
H 2.68 1.62 -2.69 0.00
H 1.52 3.91 -2.56 0.00
H -0.16 3.55 -2.69 0.00
H 1.50 4.69 -4.95 0.00
H 0.27 5.49 -3.95 0.00
H -1.38 4.47 -4.96 0.00
H -1.25 4.52 -7.27 0.00
H 0.34 5.24 -6.86 0.00
H -1.37 6.99 -6.95 0.00
H -0.76 6.96 -5.36 0.00
H -4.25 7.09 -4.81 0.00
H -3.41 7.89 -6.21 0.00
H -2.82 7.89 -4.51 0.00
C 6.55 -2.24 7.51 0.00
O 5.26 -1.64 7.35 0.00
C 4.48 -1.92 6.18 0.00
C 5.25 -1.60 4.92 0.00
N 4.38 -1.80 3.72 0.00
C 5.03 -1.46 2.47 0.00
C 4.94 0.06 2.20 0.00
O 5.92 0.81 2.85 0.00
C 6.08 2.12 2.41 0.00
H 6.91 -2.15 8.53 0.00
H 7.23 -1.58 6.98 0.00
H 6.66 -3.26 7.14 0.00
H 3.64 -1.23 6.21 0.00
H 4.18 -2.96 6.26 0.00
H 6.19 -2.15 4.89 0.00
H 5.52 -0.54 4.98 0.00
H 4.03 -2.74 3.58 0.00
H 4.41 -1.96 1.73 0.00
H 6.05 -1.82 2.36 0.00
H 3.94 0.41 2.43 0.00
H 5.08 0.17 1.12 0.00
H 6.93 2.53 2.96 0.00
H 5.21 2.75 2.53 0.00
H 6.35 2.06 1.36 0.00
C 7.44 -4.69 0.34 0.00
O 6.52 -3.63 -0.11 0.00
C 5.28 -4.25 -0.44 0.00
C 4.51 -3.22 -1.29 0.00
N 5.16 -3.16 -2.62 0.00
C 4.52 -2.29 -3.61 0.00
C 4.42 -0.80 -3.31 0.00
O 5.69 -0.29 -2.90 0.00
C 5.59 1.00 -2.34 0.00
H 7.05 -5.27 1.17 0.00
H 8.38 -4.27 0.71 0.00
H 7.75 -5.33 -0.49 0.00
H 4.71 -4.60 0.42 0.00
H 5.48 -5.14 -1.05 0.00
H 4.65 -2.24 -0.83 0.00
H 3.44 -3.44 -1.34 0.00
H 6.12 -2.83 -2.56 0.00
H 3.48 -2.54 -3.83 0.00
H 5.08 -2.37 -4.54 0.00
H 3.57 -0.73 -2.63 0.00
H 4.08 -0.28 -4.21 0.00
H 6.62 1.28 -2.08 0.00
H 4.90 1.00 -1.50 0.00
H 5.23 1.77 -3.02 0.00
C -7.10 -2.36 -5.23 0.00
O -5.90 -1.72 -5.19 0.00
C -5.00 -2.04 -6.27 0.00
C -3.58 -1.41 -6.09 0.00
N -3.04 -1.84 -4.81 0.00
C -2.57 -3.22 -4.90 0.00
C -1.87 -3.68 -3.59 0.00
O -0.80 -2.75 -3.36 0.00
C 0.14 -3.36 -2.53 0.00
H -6.96 -3.43 -5.41 0.00
H -7.68 -2.06 -6.10 0.00
H -7.66 -2.22 -4.30 0.00
H -5.34 -1.59 -7.20 0.00
H -5.03 -3.08 -6.60 0.00
H -3.59 -0.32 -6.10 0.00
H -2.96 -1.63 -6.96 0.00
H -3.88 -1.99 -4.27 0.00
H -1.85 -3.20 -5.72 0.00
H -3.33 -3.93 -5.21 0.00
H -1.47 -4.68 -3.75 0.00
H -2.58 -3.81 -2.77 0.00
H 0.55 -4.28 -2.95 0.00
H -0.33 -3.70 -1.60 0.00
H 0.99 -2.77 -2.18 0.00
C -8.32 -3.86 2.90 0.00
O -6.89 -3.49 2.92 0.00
C -6.57 -2.32 2.15 0.00
C -5.03 -2.15 2.28 0.00
N -4.41 -3.16 1.52 0.00
C -3.06 -3.48 1.96 0.00
C -2.45 -4.75 1.40 0.00
O -3.18 -5.77 2.07 0.00
C -2.79 -7.07 1.63 0.00
H -8.63 -4.26 1.93 0.00
H -8.84 -2.93 3.13 0.00
H -8.52 -4.62 3.65 0.00
H -7.07 -1.47 2.61 0.00
H -6.86 -2.51 1.12 0.00
H -4.87 -2.16 3.35 0.00
H -4.79 -1.17 1.86 0.00
H -4.93 -4.02 1.63 0.00
H -3.05 -3.61 3.05 0.00
H -2.40 -2.62 1.87 0.00
H -1.45 -4.85 1.81 0.00
H -2.48 -4.75 0.31 0.00
H -2.86 -7.32 0.57 0.00
H -3.48 -7.77 2.10 0.00
H -1.76 -7.21 1.95 0.00
C 1.02 -2.61 3.43 0.00
C 1.72 -3.96 3.54 0.00
O 2.85 -4.03 2.74 0.00
H 0.09 -2.57 4.00 0.00
H 0.80 -2.43 2.38 0.00
H 1.71 -1.82 3.74 0.00
H 1.01 -4.73 3.24 0.00
H 2.02 -4.17 4.57 0.00
H 2.98 -4.94 2.46 0.00
C -5.17 -1.88 -1.63 0.00
C -3.74 -1.61 -1.05 0.00
O -2.86 -0.95 -1.89 0.00
H -5.17 -2.55 -2.49 0.00
H -5.64 -0.94 -1.92 0.00
H -5.87 -2.35 -0.95 0.00
H -3.29 -2.56 -0.76 0.00
H -3.88 -1.14 -0.08 0.00
H -2.21 -0.58 -1.29 0.00
C -2.38 -0.16 4.30 0.00
C -2.44 0.08 5.80 0.00
O -2.76 -1.06 6.51 0.00
H -3.30 -0.62 3.93 0.00
H -1.67 -0.97 4.11 0.00
H -2.18 0.72 3.69 0.00
H -3.21 0.83 5.98 0.00
H -1.48 0.51 6.10 0.00
H -1.98 -1.62 6.46 0.00
C 2.65 3.12 0.50 0.00
C 3.76 4.08 0.15 0.00
O 4.22 3.85 -1.20 0.00
H 2.17 3.30 1.46 0.00
H 3.00 2.10 0.67 0.00
H 1.87 3.05 -0.26 0.00
H 4.65 3.93 0.77 0.00
H 3.45 5.10 0.33 0.00
H 5.04 4.33 -1.33 0.00

11
Properties=species:S:1:pos:R:3:lowdin_charge:R:1 method="wB97M-V/def2-TZVPD" homo_energy_ev=-14.4 e_lumo_ev=-5.85 spin_multiplicity=1 mol_weight_g_mol=101.2 charge=+1 relative_energy_kj_mol=438.6 gap_ev=8.571
C -0.30 -0.76 0.03 -0.05
C 1.17 1.49 0.08 -0.18
C -1.69 -0.69 -0.09 0.01
N 2.03 -1.02 -0.12 -0.27
N 0.81 -1.11 -0.04 -0.05
S 2.50 0.54 -0.05 1.16
H 0.24 1.08 0.14 -0.04
H 1.28 2.49 0.26 0.02
H -1.90 0.26 0.34 0.09
H -2.11 -1.54 0.58 0.17
H -2.03 -0.74 -1.15 0.14

11
Properties=species:S:1:pos:R:3:lowdin_charge:R:1 method="wB97M-V/def2-TZVPD" homo_energy_ev=-8.4 e_lumo_ev=0.86 spin_multiplicity=1 mol_weight_g_mol=83.1 relative_energy_kj_mol=300.3 gap_ev=9.303
C -1.65 -0.02 -0.08 -0.06
C -0.17 0.14 -0.11 -0.37
C 0.54 1.27 0.26 -0.07
N 1.80 0.75 0.24 -0.07
N 1.96 -0.54 -0.09 0.04
N 0.72 -0.87 -0.33 0.03
H -2.05 0.93 0.28 0.08
H -2.06 -0.23 -1.07 0.07
H -1.97 -0.81 0.61 0.08
H 2.37 1.19 0.94 0.12
H 0.53 -1.81 -0.66 0.16